P) DFT (the ωB97M-V functional and the def2-TZVPD basis) results for a 2-piece molecular cluster, C4H8NO overall.

The LUMO energy is -4.6280 eV. As for the HOMO energy: -14.5 eV. Its total charge is +1. The gap between HOMO and LUMO comes out at 9.900 eV. The molecular weight comes out at 86.1 g/mol.

Each line ends with the Mulliken charge.
Element x y z (Å)
C1 -1.0840 -0.2559 0.0227  0.20
C2 -2.0965 0.3147 -0.5472  -0.79
C3 0.2500 -0.7323 0.1237  0.83
C4 1.5334 -0.9840 -0.4191  -1.04
N1 -0.5024 -0.8149 1.1687  -0.18
O1 0.8504 1.5860 0.3360  -0.66
H1 -3.1006 0.3094 -0.0972  0.25
H2 -2.1340 0.5029 -1.6003  0.29
H3 1.5333 -0.9093 -1.4750  0.29
H4 2.0108 -1.8920 -0.1306  0.42
H5 1.9820 -0.3618 0.2920  0.35
H6 1.4353 2.3219 -0.1624  0.35
H7 -0.6275 -0.9608 2.2277  0.36
H8 -0.0502 1.8760 0.2611  0.33


Q) DFT (the ωB97M-V functional and the def2-TZVPD basis) results for C4H8NO as an isolated structure.

The LUMO energy is -3.6393 eV. As for the HOMO energy: -14.4 eV. Its total charge is +1. The gap between HOMO and LUMO comes out at 10.717 eV. The molecular weight comes out at 86.1 g/mol.

Each line ends with the Mulliken charge.
Element x y z (Å)
C1 1.4578 0.0938 -0.8198  -0.58
C2 -0.5758 0.8622 0.3560  -0.90
C3 -0.0539 -0.9906 -0.3455  -0.67
C4 0.6945 0.0330 0.4660  0.98
N1 -1.3231 -0.1989 -0.4221  -0.03
O1 1.2098 -0.1696 1.6884  -0.50
H1 2.2598 -0.6226 -0.9061  0.36
H2 1.0394 0.9722 -1.3972  0.23
H3 -0.9329 1.0820 1.3153  0.32
H4 -0.6929 1.7680 -0.3094  0.32
H5 -0.0032 -1.9787 -0.5310  0.52
H6 -2.0909 -0.5158 0.0376  0.27
H7 -1.5575 0.1233 -1.3827  0.36
H8 0.5688 -0.4583 2.2506  0.32


It is P) that is the least stable of them.


P) DFT (the ωB97M-V functional and the def2-TZVPD basis) results for a 2-piece molecular cluster, C5H5NO2S overall.

The LUMO energy is 0.7529 eV. As for the HOMO energy: -9.0 eV. Its total charge is 0. The gap between HOMO and LUMO comes out at 9.787 eV. The molecular weight comes out at 143.2 g/mol.

Each line ends with the Mulliken charge.
Element x y z (Å)
C1 0.9618 -0.4020 1.3461  -0.17
C2 0.1529 0.5199 0.8299  0.02
C3 -0.4978 -1.3803 -0.4690  -0.31
C4 0.7110 -2.5857 -3.0941  0.14
C5 0.1141 1.9376 1.1054  -1.12
N1 -0.6431 -0.0913 -0.2030  0.35
O1 -1.3464 0.6574 -1.1347  -0.44
O2 -0.0833 -3.3155 -3.4145  -0.14
S1 0.7250 -1.9478 0.6094  -0.02
H1 1.5365 -0.4889 2.2421  0.39
H2 -2.0952 0.0828 -1.5040  0.40
H3 -0.8555 2.3632 1.2027  0.35
H4 0.5435 1.9937 2.1129  0.33
H5 0.7767 2.6569 0.3708  0.22


Q) DFT (the ωB97M-V functional and the def2-TZVPD basis) results for one molecule with the formula C5H5NO2S.

The LUMO energy is -1.1723 eV. As for the HOMO energy: -9.6 eV. Its total charge is 0. The gap between HOMO and LUMO comes out at 8.471 eV. The molecular weight comes out at 143.2 g/mol.

Each line ends with the Mulliken charge.
Element x y z (Å)
C1 1.4286 -0.2817 0.3483  -0.42
C2 0.4253 -1.1219 0.7426  -0.44
C3 1.0485 0.7575 -0.6395  0.07
C4 -0.8867 -1.2056 0.2045  0.30
C5 -1.2850 0.0698 -0.5326  0.72
N1 -0.1229 0.9281 -1.1272  -0.59
O1 -1.6721 -2.1161 0.1399  -0.57
O2 -2.2882 -0.0042 -1.5199  -0.53
S1 -1.7764 0.9468 1.0646  -0.22
H1 2.3334 -0.0502 0.8892  0.37
H2 0.4538 -1.8783 1.4854  0.39
H3 1.8689 1.4050 -0.9864  0.37
H4 -2.8918 -0.6695 -1.2793  0.35
H5 -2.4496 -0.1881 1.6152  0.20


It is P) that is the least stable of them.


P) DFT (the ωB97M-V functional and the def2-TZVPD basis) results for a 3-piece molecular cluster, C2H10N2O3 overall.

The LUMO energy is 0.5655 eV. As for the HOMO energy: -9.5 eV. Its total charge is 0. The gap between HOMO and LUMO comes out at 10.024 eV. The molecular weight comes out at 110.1 g/mol.

Each line ends with the Mulliken charge.
Element x y z (Å)
O1 -3.0553 0.8108 1.3048  -0.59
C1 -1.9847 0.1716 1.5919  0.06
N1 -0.8735 0.2295 0.7598  -0.15
C2 -1.1373 0.7905 -0.6597  -0.62
N2 0.1395 0.6150 -1.3203  -0.50
H1 -1.7160 -0.2828 2.5777  0.31
H2 -0.1985 -0.6127 0.5539  0.32
H3 -1.2895 1.8159 -0.3224  0.35
H4 -2.0519 0.3711 -1.1286  0.31
H5 0.1966 -0.3094 -1.8282  0.24
H6 -0.1102 1.3356 -2.0585  0.29
H7 1.4746 -1.2838 -0.1091  0.41
H8 1.0456 -2.4183 0.9274  0.32
O2 0.8598 -2.0086 0.0456  -0.70
H9 3.7190 0.1597 -0.1208  0.31
H10 2.2089 0.6425 -0.3056  0.36
O3 2.7729 -0.0265 0.0921  -0.71


Q) DFT (the ωB97M-V functional and the def2-TZVPD basis) results for a 3-piece molecular cluster, C2H10N2O3 overall.

The LUMO energy is 0.6702 eV. As for the HOMO energy: -8.5 eV. Its total charge is 0. The gap between HOMO and LUMO comes out at 9.177 eV. The molecular weight comes out at 110.1 g/mol.

Each line ends with the Mulliken charge.
Element x y z (Å)
C1 -0.1428 1.3468 -1.2486  -0.75
N1 -1.0672 0.3228 -0.6122  -0.24
C2 -0.4327 -0.7809 -0.0612  0.63
N2 -1.2393 -1.9471 0.2329  -0.55
O1 0.8186 -1.0303 -0.2793  -0.62
H1 0.7851 0.7462 -1.5377  0.22
H2 0.0387 2.2705 -0.6773  0.28
H3 -0.6896 1.6111 -2.2019  0.33
H4 -2.1125 0.4049 -0.8569  0.25
H5 -2.2499 -1.7052 0.4989  0.21
H6 -0.7823 -2.7593 0.7028  0.26
H7 2.7251 0.3540 -0.9984  0.32
H8 2.3139 -0.0665 0.6515  0.35
O2 2.1521 0.5985 -0.1722  -0.66
H9 0.0592 0.5660 2.3733  0.29
H10 -0.0556 1.4147 1.1692  0.30
O3 -0.5248 1.0740 1.8753  -0.62


It is Q) that is the least stable of them.